[1]
Formula: C2H4S3
Source: the Open Molecules 2025 dataset
Level of theory: ωB97M-V/def2-TZVPD

The geometry in XYZ format:
```
9
Properties=species:S:1:pos:R:3
C 0.28905 -1.27025 -0.54912
C -0.20315 0.38298 1.75660
S 1.05009 -2.22513 -1.51866
S -0.73559 1.04623 -2.93338
S -0.81854 -0.33693 0.19059
H -0.12691 -0.27984 2.71017
H -0.85889 1.12382 1.94028
H 0.87762 0.69942 1.67751
H 0.52632 0.85971 -3.27399
```

The charge is 0. For the lowest unoccupied orbital energy (alpha / beta), the calculation gives -0.37 / -2.24 eV. The HOMO energy (alpha / beta) comes out at -9.45 / -7.06 eV.

---

[2]
Formula: C7H8
Source: the Open Molecules 2025 dataset
Level of theory: ωB97M-V/def2-TZVPD

The geometry in XYZ format:
```
15
Properties=species:S:1:pos:R:3
C 1.26143 1.31686 -0.09031
C 1.55144 1.75584 1.10629
C 0.39354 0.85554 -1.16745
C -0.87999 0.42427 1.07920
C 0.63018 0.60094 1.35485
C -0.31544 -0.08412 -0.19445
C -0.31236 -1.53463 -0.52394
H -0.35603 1.56845 -1.68855
H 0.76004 0.16258 -2.04917
H -1.33652 -0.34162 1.72814
H -1.41394 1.31232 1.03709
H 1.13635 -0.27972 1.70255
H 0.29107 -1.68165 -1.47738
H -1.31060 -1.74471 -0.93403
H -0.09918 -2.33036 0.11717
```

The charge is 0. For the lowest unoccupied orbital energy, the calculation gives 0.77 eV. The HOMO energy comes out at -7.68 eV.

---

[3]
Formula: C23H36IMnN10OS2
Source: the Open Molecules 2025 dataset
Level of theory: ωB97M-V/def2-TZVPD

The geometry in XYZ format:
```
74
Properties=species:S:1:pos:R:3
Mn -0.21819 -0.03690 -0.43590
S -2.56418 -0.73401 0.44423
C -2.49701 -2.45725 0.36572
C -3.20208 -3.23307 1.29019
C -3.24237 -4.62733 1.21346
C -3.99782 -5.37567 2.15473
N -4.60259 -5.97353 2.93309
C -2.54008 -5.28124 0.17605
C -1.81359 -4.51475 -0.73498
C -1.75751 -3.12080 -0.66355
S -0.83792 -2.23000 -1.81956
C -2.57805 -6.69613 0.06102
N -2.58389 -7.84537 -0.02484
H -3.76586 -2.73265 2.06688
H -1.28180 -5.01058 -1.53632
C -0.89684 0.18708 3.19794
N -0.41241 1.19065 2.25488
C -1.30067 2.34081 2.33889
C 0.95405 1.54389 2.60622
C 1.65748 2.40529 1.56567
N 2.03567 1.70649 0.34016
C 2.42043 2.69132 -0.65640
C 3.16116 0.81367 0.57112
H -0.87571 0.57106 4.23395
H -0.28184 -0.70875 3.14124
H -1.91534 -0.08359 2.93363
H -1.28800 2.78326 3.35137
H -2.31496 2.01709 2.10837
H -1.01890 3.10691 1.61856
H 1.51173 0.61694 2.74295
H 0.97457 2.08891 3.56902
H 2.55497 2.84576 2.03959
H 1.00232 3.23102 1.28443
H 3.23013 3.34825 -0.29097
H 1.56428 3.31357 -0.91795
H 2.76776 2.18438 -1.55518
H 4.05185 1.36997 0.91505
H 3.40209 0.29767 -0.35926
H 2.91205 0.06070 1.31278
N -0.80676 -4.13242 2.17165
C 0.51240 -4.37821 2.02245
N 0.98854 -5.56295 2.50489
N 1.36849 -3.51833 1.55795
C 1.05248 -2.31883 1.18264
N 0.82955 -1.23680 0.83546
H -1.41996 -4.92460 2.28430
H -1.20081 -3.38393 1.60503
H 0.36126 -6.34901 2.44053
H 1.93625 -5.75356 2.22203
I -2.13314 1.65390 -3.01567
C -1.22020 1.76002 -1.02918
H -2.08076 2.02108 -0.41215
H -0.58801 2.65353 -1.10884
C 2.54850 -2.16410 -2.24045
N 2.61346 -1.14864 -3.27491
C 3.35598 -1.49914 -4.46869
C 2.75256 -0.82324 -5.68333
C 2.69308 0.66669 -5.41370
N 2.00420 0.92175 -4.16556
C 1.34965 2.21032 -4.05781
C 1.87985 0.00047 -3.15913
O 1.20381 0.24705 -2.16152
H 2.02095 -3.05021 -2.59794
H 2.00016 -1.77881 -1.38818
H 3.56208 -2.43687 -1.92778
H 3.32798 -2.58435 -4.58431
H 4.40932 -1.20586 -4.35833
H 1.73658 -1.19630 -5.82838
H 3.34319 -1.03035 -6.57586
H 2.14751 1.17483 -6.21257
H 3.70395 1.09771 -5.38341
H 0.61282 2.33793 -4.85249
H 2.09397 3.01246 -4.12116
H 0.83333 2.26480 -3.10582
```

As for the spin multiplicity: 2. The charge is -1. For the lowest unoccupied orbital energy (alpha / beta), the calculation gives 2.35 / 2.35 eV. Its expectation value of S² is 0.877. The HOMO energy (alpha / beta) comes out at -3.89 / -3.83 eV.